Record 1
{"formula": "C38H102N10O16", "method": "ωB97M-V/def2-TZVPD", "symbols": ["O", "O", "O", "O", "O", "O", "O", "O", "O", "O", "O", "O", "O", "O", "O", "O", "N", "N", "N", "N", "N", "N", "N", "N", "N", "N", "C", "C", "C", "C", "C", "C", "C", "C", "C", "C", "C", "C", "C", "C", "C", "C", "C", "C", "C", "C", "C", "C", "C", "C", "C", "C", "C", "C", "C", "C", "C", "C", "C", "C", "C", "C", "C", "C", "H", "H", "H", "H", "H", "H", "H", "H", "H", "H", "H", "H", "H", "H", "H", "H", "H", "H", "H", "H", "H", "H", "H", "H", "H", "H", "H", "H", "H", "H", "H", "H", "H", "H", "H", "H", "H", "H", "H", "H", "H", "H", "H", "H", "H", "H", "H", "H", "H", "H", "H", "H", "H", "H", "H", "H", "H", "H", "H", "H", "H", "H", "H", "H", "H", "H", "H", "H", "H", "H", "H", "H", "H", "H", "H", "H", "H", "H", "H", "H", "H", "H", "H", "H", "H", "H", "H", "H", "H", "H", "H", "H", "H", "H", "H", "H", "H", "H", "H", "H", "H", "H"], "coordinates": [[3.938, -0.085, -2.814], [-4.119, 1.740, -0.209], [2.005, 0.981, -0.607], [0.514, -2.975, -0.180], [0.142, 5.608, 0.791], [6.370, 0.220, 1.302], [10.665, 5.162, 2.653], [-1.096, -0.826, -0.228], [1.036, -10.130, 1.597], [-2.266, 0.640, -5.232], [5.323, -6.343, 1.358], [-3.046, 2.308, 3.154], [3.944, 5.885, 3.283], [-4.207, -1.155, 3.694], [-5.907, -3.803, -8.289], [-6.819, -0.092, -3.000], [-0.517, 7.481, 1.840], [0.684, -6.304, 1.356], [-6.389, 2.528, -1.941], [-5.255, -0.513, -6.964], [5.825, -3.552, 1.687], [-0.048, 1.813, -0.714], [-0.248, 7.465, -0.316], [7.041, 5.878, 2.611], [-3.869, 1.160, 5.547], [1.461, 2.974, 0.265], [-4.767, 0.065, 5.696], [1.778, -2.729, -0.701], [-6.265, -2.439, -7.753], [4.763, 4.848, 2.888], [-3.919, 0.137, -6.680], [-3.308, 2.401, -1.202], [0.478, -8.842, 2.064], [2.615, 5.766, 2.762], [-4.540, 2.400, 4.957], [-3.399, -0.201, -5.369], [-2.007, 2.802, 2.340], [8.449, 5.906, 3.164], [5.437, -2.166, 1.696], [-7.640, 1.842, -1.568], [3.915, -6.086, 1.170], [6.130, -4.200, 0.356], [6.520, -1.149, 1.171], [0.571, -3.961, 0.872], [-3.427, 3.124, 4.200], [-5.164, 2.540, 0.258], [-5.225, -0.629, 4.427], [-6.012, 3.401, -0.760], [0.598, -5.380, 0.285], [-7.982, 0.817, -2.628], [5.185, 0.760, 0.675], [-6.915, -0.860, -4.196], [6.252, 4.921, 3.433], [6.214, -5.717, 0.409], [-4.307, -1.142, 2.320], [9.384, 5.403, 2.142], [-4.937, -1.719, -7.693], [0.608, -7.752, 0.865], [1.199, 1.864, -0.304], [-0.170, 6.772, 0.758], [11.545, 4.468, 1.788], [-5.373, -4.817, -7.413], [-1.503, 0.183, -4.127], [2.226, -10.391, 2.334], [-5.831, 0.127, 3.928], [-0.776, 0.949, -3.858], [7.448, -1.347, 1.708], [-8.304, 1.346, -3.525], [3.444, -6.144, 2.151], [2.050, 4.854, 2.954], [2.860, -9.558, 2.033], [-4.289, -4.704, -7.393], [6.300, -3.865, 2.522], [2.644, 5.784, 1.673], [-2.679, 3.383, 4.950], [11.274, 3.445, 1.527], [3.635, -5.162, 0.662], [-4.607, -1.618, -8.727], [5.063, 0.607, -0.398], [-0.231, -7.837, 0.174], [-2.029, 3.871, 2.128], [-5.828, 0.012, -7.609], [-3.182, 0.896, 4.855], [6.648, 6.797, 2.755], [5.448, -3.871, -0.428], [-8.534, 2.464, -1.558], [-6.672, -0.196, -5.026], [-5.449, 2.177, 4.398], [2.427, 3.174, 0.485], [8.920, 4.438, 1.938], [4.639, -2.094, 0.957], [1.435, -3.910, 1.535], [2.164, -3.447, -1.425], [-6.952, -1.838, -8.349], [9.464, 5.962, 1.209], [-5.911, 2.047, 0.880], [-0.154, -6.134, 1.893], [-3.699, -1.952, 1.917], [-4.320, -0.674, 6.361], [-3.871, 4.080, 3.922], [5.119, -1.833, 2.685], [-3.180, -0.112, -7.442], [-3.958, -0.229, 1.836], [-1.823, 2.154, 1.482], [6.610, 3.919, 3.196], [2.645, -11.362, 2.071], [5.186, 1.833, 0.862], [-5.663, 1.828, -1.886], [-7.928, -1.259, -4.257], [1.963, 6.600, 3.021], [8.636, 5.323, 4.066], [-5.626, 0.505, 6.201], [-5.047, 3.046, 5.674], [-2.051, -0.112, -3.233], [3.111, 0.217, -2.439], [-5.808, -4.645, -6.429], [1.509, -8.014, 0.311], [11.766, 5.035, 0.883], [2.553, -2.630, 0.058], [7.270, -5.924, 0.578], [12.554, 4.536, 2.196], [-1.066, 2.660, 2.872], [-4.140, -2.242, -7.164], [1.650, -1.777, -1.217], [4.534, 0.657, -2.710], [-0.552, -8.935, 2.406], [-0.261, 8.460, -0.147], [-3.286, -1.285, -5.354], [-1.117, -1.053, 0.701], [-0.383, -3.897, 1.394], [-8.726, 0.098, -2.286], [-4.768, 3.339, 0.886], [-0.920, -0.682, -4.443], [-2.506, 1.830, -1.670], [-6.278, -1.743, -4.250], [-2.915, 3.334, -0.797], [3.486, -6.855, 0.528], [-0.450, 7.076, 2.763], [0.111, 7.173, -1.214], [-6.794, 3.878, -0.169], [4.416, 3.842, 3.121], [4.751, 4.891, 1.799], [6.025, -6.074, -0.603], [7.082, -3.781, 0.033], [-3.876, 2.717, -2.077], [-0.337, -5.429, -0.275], [-0.755, 2.524, -0.592], [2.178, -10.314, 3.420], [-5.321, -1.287, 1.948], [-0.498, -1.464, -0.618], [6.360, 5.065, 4.508], [6.572, -1.457, 0.127], [0.645, 3.569, 0.245], [-4.087, 1.212, -6.743], [-7.452, 1.287, -0.649], [-0.937, 8.395, 1.753], [0.813, -8.478, 3.036], [-5.441, 4.264, -1.102], [1.428, -5.475, -0.415], [-6.760, -2.540, -6.787], [4.242, 0.427, 1.107], [-0.419, 0.902, -0.942], [-5.915, -1.385, 4.801], [8.812, 6.905, 3.403], [-5.583, -5.755, -7.928], [-4.118, 0.160, -4.633]], "e_lumo_ha": 0.003, "homo_energy_ev": -7.89, "homo_lumo_gap_ev": 7.966, "smiles": "COCCNCCOC.COCCNCCOC.COCCNCCOC.COCCNCCOC.COCCNCCOC.COCCNCCOC.NC(N)=O.NC(N)=O.O.O"}



Record 2
{"formula": "C4H5NO2", "method": "ωB97M-V/def2-TZVPD", "symbols": ["O", "O", "N", "C", "C", "C", "C", "H", "H", "H", "H", "H"], "coordinates": [[-2.474, 0.324, 0.101], [0.567, -1.094, -0.919], [1.854, 0.147, 0.477], [-1.519, -0.586, 0.162], [1.746, -0.840, -0.307], [-0.316, -0.032, -0.518], [0.531, 0.766, 0.526], [2.540, -1.539, -0.553], [0.581, 1.829, 0.279], [-0.566, 0.566, -1.402], [0.126, 0.673, 1.542], [-3.113, -0.175, 0.639]], "e_lumo_ha": 0.021, "homo_energy_ev": -9.14, "homo_lumo_gap_ev": 9.708}



Record 3
{"formula": "C14H21F6MgN7P", "method": "ωB97M-V/def2-TZVPD", "symbols": ["P", "Mg", "F", "F", "F", "F", "F", "F", "N", "N", "N", "N", "N", "N", "N", "C", "C", "C", "C", "C", "C", "C", "C", "C", "C", "C", "C", "C", "C", "H", "H", "H", "H", "H", "H", "H", "H", "H", "H", "H", "H", "H", "H", "H", "H", "H", "H", "H", "H", "H"], "coordinates": [[0.740, 0.896, 0.381], [-2.725, -0.452, 2.695], [-0.069, 0.699, 1.755], [0.614, 2.466, 0.759], [1.682, 1.155, -0.872], [-0.596, 0.999, -0.556], [0.650, -0.722, 0.154], [2.035, 0.736, 1.337], [6.672, 1.608, 1.313], [-1.859, -0.107, 5.889], [-1.087, -3.234, 2.795], [-0.253, 0.229, -6.712], [-4.354, -1.346, -0.299], [-3.548, 2.690, 2.089], [6.608, 0.849, -6.361], [-4.986, -1.441, -1.236], [-5.799, -1.620, -2.451], [-3.755, 5.323, 1.969], [5.812, 0.135, -0.756], [-0.298, -4.089, 2.703], [5.585, 1.302, -6.074], [-0.582, -0.440, -5.816], [6.266, 0.988, 0.400], [-1.158, -0.607, 8.316], [4.237, 1.936, -5.685], [-1.503, -0.315, 6.994], [0.678, -5.116, 2.607], [-3.647, 3.867, 1.996], [-1.039, -1.293, -4.738], [0.645, -5.295, 1.533], [4.950, -0.423, -0.392], [-2.128, -1.286, -4.784], [-5.784, -0.680, -3.004], [6.601, -0.575, -1.006], [0.303, -6.042, 3.044], [-6.836, -1.880, -2.243], [4.182, 2.335, -4.673], [-4.279, 5.629, 2.875], [-4.070, 5.593, 0.961], [1.718, -4.896, 2.845], [-0.665, -2.293, -4.960], [-0.496, -1.158, -3.802], [3.877, 2.727, -6.342], [-1.845, 0.032, 8.871], [-5.548, -2.515, -3.021], [-0.131, -0.258, 8.420], [-2.743, 5.721, 2.041], [3.651, 1.049, -5.926], [5.522, 0.785, -1.582], [-1.247, -1.668, 8.549]], "e_lumo_ha": -0.289, "homo_energy_ev": -12.29, "homo_lumo_gap_ev": 4.419, "total_charge": 1}



Record 4
{"formula": "CH2BrPSi", "method": "ωB97M-V/def2-TZVPD", "symbols": ["Br", "P", "Si", "C", "H", "H"], "coordinates": [[1.148, 3.592, -1.208], [0.108, 2.245, 1.869], [0.000, 0.684, 0.087], [1.134, 2.146, -0.106], [-1.190, 0.224, -0.647], [0.772, -0.478, 0.698]], "e_lumo_ha": [-0.051, -0.049], "homo_energy_ev": [-8.30, -8.67], "homo_lumo_gap_ev": [6.896, 7.342], "smiles": "BrC1=P[SiH2]1"}



Record 5
{"formula": "Ca7O24P6", "method": "ωB97M-V/def2-TZVPD", "symbols": ["Ca", "Ca", "Ca", "Ca", "Ca", "Ca", "Ca", "P", "P", "P", "P", "P", "P", "O", "O", "O", "O", "O", "O", "O", "O", "O", "O", "O", "O", "O", "O", "O", "O", "O", "O", "O", "O", "O", "O", "O", "O"], "coordinates": [[10.358, -3.252, -18.352], [12.709, -2.396, -21.932], [14.102, -6.280, -21.552], [10.361, -5.627, -21.992], [14.269, -7.493, -18.383], [15.535, -2.491, -19.739], [13.014, -3.427, -16.091], [12.670, -4.570, -19.542], [11.727, -3.960, -24.083], [9.982, -5.257, -15.818], [16.064, -2.297, -22.656], [9.866, -1.716, -15.942], [15.505, -9.050, -20.318], [9.793, -0.133, -15.876], [10.262, -6.739, -15.857], [11.201, -4.369, -20.222], [12.207, -2.434, -23.978], [13.587, -3.567, -20.436], [9.224, -4.798, -17.191], [9.451, -2.220, -14.562], [16.877, -1.431, -23.617], [14.874, -1.775, -21.855], [14.295, -8.236, -20.661], [15.346, -10.477, -20.659], [17.027, -2.200, -21.525], [10.202, -4.327, -23.854], [8.715, -1.982, -16.913], [11.396, -4.768, -15.529], [15.536, -3.645, -23.039], [9.084, -4.744, -14.788], [12.392, -3.976, -18.177], [11.247, -2.225, -16.610], [12.708, -4.531, -22.928], [12.362, -4.665, -25.238], [15.756, -9.142, -18.778], [17.086, -8.639, -20.506], [13.159, -5.972, -19.471]], "e_lumo_ha": 0.192, "homo_energy_ev": 3.13, "homo_lumo_gap_ev": 2.091, "total_charge": -4}



Record 6
{"formula": "C3H3F3N", "method": "ωB97M-V/def2-TZVPD", "symbols": ["F", "F", "F", "N", "C", "C", "C", "H", "H", "H"], "coordinates": [[-2.588, -0.190, -1.235], [-2.607, 1.091, 0.502], [-2.445, -1.047, 0.744], [-0.414, 0.098, -0.088], [-2.289, -0.030, -0.008], [2.123, 0.014, 0.019], [0.733, 0.079, -0.011], [2.548, 0.757, -0.665], [2.495, 0.214, 1.031], [2.443, -0.986, -0.289]], "e_lumo_ha": -0.169, "homo_energy_ev": -18.12, "homo_lumo_gap_ev": 13.518, "total_charge": 1}



Record 7
{"formula": "C7H19N4", "method": "ωB97M-V/def2-TZVPD", "symbols": ["N", "N", "N", "N", "C", "C", "C", "C", "C", "C", "C", "H", "H", "H", "H", "H", "H", "H", "H", "H", "H", "H", "H", "H", "H", "H", "H", "H", "H", "H"], "coordinates": [[2.326, -0.126, -1.484], [-0.221, 0.958, 1.864], [-0.314, 0.237, -1.926], [0.664, -2.158, -0.990], [1.487, -0.028, -0.289], [1.000, -1.399, 0.036], [0.728, -1.742, 1.549], [-1.445, 2.410, 0.118], [-0.860, 0.957, 0.512], [0.110, 0.638, -0.623], [-2.006, 0.029, 0.609], [-0.834, -0.701, -2.058], [3.206, -0.611, -1.141], [0.632, 0.030, -2.267], [0.320, -3.079, -1.119], [2.089, 0.366, 0.498], [1.847, -2.073, 2.045], [-0.692, 2.963, -0.350], [-2.741, 0.239, 1.261], [2.730, 0.735, -1.920], [0.426, 1.777, 2.033], [-2.220, 2.345, -0.483], [-1.008, 0.912, -2.318], [-0.964, 0.912, 2.579], [-2.545, -0.281, -0.295], [-1.559, -0.983, 1.037], [0.076, -2.583, 1.714], [0.364, -0.855, 2.137], [-1.780, 2.983, 1.006], [1.183, -1.873, -1.738]], "e_lumo_ha": -0.107, "homo_energy_ev": -10.67, "homo_lumo_gap_ev": 7.762, "total_charge": 1}



Record 8
{"formula": "C2H6O3", "method": "ωB97M-V/def2-TZVPD", "symbols": ["O", "O", "O", "C", "C", "H", "H", "H", "H", "H", "H"], "coordinates": [[0.910, -1.453, 0.147], [0.901, 0.070, -1.520], [1.319, 0.663, 0.647], [-2.057, 0.443, 0.353], [0.784, -0.180, -0.222], [-2.150, 1.084, 1.169], [1.382, -0.672, -1.987], [-1.785, 0.657, -0.614], [-1.805, -0.560, 0.572], [1.367, 1.523, 0.288], [1.134, -1.577, 1.166]], "e_lumo_ha": [0.010, 0.020], "homo_energy_ev": [-8.27, -6.38], "homo_lumo_gap_ev": [8.550, 6.928]}